Density functional theory data (wB97M-V/def2-TZVPD) for an isolated molecule of C8H14ClN in a non-equilibrium geometry.

XYZ file:
```
24
Properties=species:S:1:pos:R:3:forces:R:3
Cl -2.787 -0.870 -0.116 0.0 0.0 0.0
N -0.455 -2.104 -0.094 -0.4 -0.2 -0.2
C -1.220 -1.133 0.532 1.1 1.4 -0.7
C 1.811 -0.993 -0.052 -0.3 0.0 0.2
C -1.765 2.515 0.371 0.0 0.1 0.0
C 0.923 -2.176 0.355 0.4 0.1 -0.1
C 1.349 0.368 0.487 0.1 0.0 -0.3
C -0.205 0.871 -1.548 0.1 0.0 0.3
C 0.044 0.889 -0.068 -0.8 -1.7 0.3
C -0.692 1.799 0.742 -0.2 0.2 0.1
H -2.283 3.136 1.081 -0.1 0.1 0.1
H 0.908 -2.257 1.447 0.0 -0.1 -0.1
H 1.349 -3.099 -0.050 0.0 0.1 0.2
H -2.161 2.498 -0.630 0.0 0.0 -0.2
H -1.212 0.505 -1.763 -0.1 0.0 -0.1
H -0.134 1.881 -1.957 0.0 0.0 -0.1
H -0.365 1.879 1.774 0.0 0.0 0.1
H -0.544 -2.066 -1.105 0.0 0.0 0.1
H 1.256 0.301 1.575 0.1 0.1 0.0
H -1.179 -1.126 1.611 0.0 0.1 0.1
H 0.510 0.241 -2.072 0.0 0.0 -0.1
H 1.895 -0.962 -1.142 0.1 0.0 0.0
H 2.147 1.097 0.277 0.0 0.0 0.1
H 2.809 -1.192 0.345 0.1 0.0 -0.1
```
Forces are in eV/Å.

Lowest unoccupied orbital energy (spin up / spin down) ... 0.9 / 0.6 eV
HOMO energy (spin up / spin down) ... -6.69 / -6.67 eV
Relative energy (zero: lowest compared OMol25 entry of this formula, charge and spin) ... 97.5 kJ/mol
Total energy ... -22533.0100 eV
2S+1 ... 1